(1)
{
  "formula": "C27H16BrCl2F3N2O2PtS2",
  "method": "ωB97M-V/def2-TZVPD",
  "elements": ["C", "H", "Cl", "H", "C", "C", "H", "F", "H", "N", "H", "C", "C", "H", "Cl", "C", "H", "C", "C", "C", "H", "C", "C", "H", "H", "S", "C", "C", "N", "H", "H", "C", "F", "C", "C", "H", "C", "C", "C", "C", "F", "O", "Br", "C", "H", "O", "C", "H", "Pt", "S", "C", "C", "C", "C", "C", "H"],
  "xyz": [[0.356, 1.758, -4.581], [2.797, 0.131, -2.018], [2.623, -4.357, -0.457], [0.407, 2.155, -5.586], [2.216, -0.010, 0.034], [1.658, -0.248, 2.345], [-1.597, -1.810, 1.103], [0.440, 4.417, -5.046], [-2.299, 1.434, -1.627], [0.220, 0.772, -2.065], [0.297, -0.312, -5.205], [-1.807, -0.135, -0.224], [-1.924, 0.591, 5.318], [-4.703, 0.916, -1.618], [0.068, -4.666, -1.854], [4.870, -0.676, 0.564], [-2.515, 0.660, 6.221], [4.446, -0.386, -0.740], [2.623, -0.305, 1.383], [0.105, -0.029, 4.236], [0.174, -1.135, -2.815], [0.400, 4.121, -3.734], [0.526, -2.787, 0.139], [5.151, -0.440, -1.559], [-0.238, -0.280, 6.334], [1.726, -0.648, 4.048], [-4.495, -0.720, -0.249], [-1.750, 0.978, 2.941], [0.356, 0.242, 1.950], [5.906, -0.935, 0.742], [4.332, -0.847, 2.623], [0.347, 2.632, -3.513], [1.483, 4.675, -3.170], [0.294, 0.382, -4.379], [-3.639, -1.494, 0.520], [-2.140, 1.340, 2.002], [3.993, -0.637, 1.616], [-4.022, 0.325, -1.022], [3.110, -0.056, -0.999], [-2.280, -1.206, 0.522], [-0.680, 4.735, -3.224], [0.430, -1.917, -0.769], [-6.345, -1.108, -0.251], [-0.446, 0.405, 2.982], [-3.458, 1.484, 4.093], [0.443, -2.642, 1.360], [-0.638, 0.058, 5.388], [-4.023, -2.317, 1.106], [0.188, 0.433, -0.054], [0.253, 2.922, -0.689], [-2.465, 1.056, 4.104], [0.224, -0.089, -3.087], [0.282, 2.110, -2.213], [-2.659, 0.607, -1.029], [0.849, -4.217, -0.325], [0.529, -4.928, 0.426]],
  "atomic_forces_ev_per_a": [[0.0, -0.1, -0.1], [0.0, 0.0, 0.0], [0.0, 0.0, 0.0], [0.0, 0.0, 0.0], [0.1, 0.0, 0.2], [-0.4, 0.1, 0.1], [0.0, 0.0, 0.1], [0.0, 0.0, 0.1], [0.0, 0.0, 0.0], [0.1, -0.2, 0.0], [0.0, 0.0, 0.0], [0.0, -0.1, 0.1], [0.0, 0.0, 0.0], [0.0, 0.0, 0.0], [0.0, 0.1, 0.0], [0.0, 0.0, 0.0], [0.0, 0.0, 0.0], [0.1, 0.0, 0.0], [0.2, 0.0, -0.2], [0.0, 0.0, -0.1], [0.0, 0.0, 0.0], [0.0, 0.0, 0.0], [0.2, 0.1, 0.0], [0.0, 0.0, 0.0], [0.0, 0.0, 0.0], [0.0, 0.0, 0.0], [0.1, 0.0, 0.0], [0.1, -0.1, 0.1], [0.3, -0.3, 0.1], [0.0, 0.0, 0.0], [0.0, 0.0, 0.0], [0.0, 0.1, 0.1], [0.0, 0.0, 0.0], [0.0, 0.0, 0.0], [0.1, 0.0, 0.0], [0.0, 0.0, -0.1], [0.0, 0.0, 0.0], [0.0, 0.0, 0.0], [0.0, 0.0, 0.1], [-0.1, 0.1, 0.0], [0.0, 0.0, 0.0], [-0.2, -0.1, 0.1], [-0.1, 0.0, 0.0], [-0.1, 0.1, 0.0], [0.0, 0.0, 0.0], [-0.2, 0.0, 0.1], [0.0, 0.0, 0.0], [0.0, 0.0, 0.0], [0.0, 0.1, -0.3], [0.0, 0.1, 0.0], [0.0, 0.0, 0.0], [0.0, 0.1, 0.0], [0.0, 0.0, -0.1], [0.0, 0.0, 0.1], [0.1, -0.2, -0.1], [0.0, 0.0, 0.0]],
  "relative_energy_kcal_mol": 6.2,
  "max_force_ev_per_a": 0.5,
  "molar_mass_g_mol": 867.453,
  "multiplicity": 5,
  "orbital_gap_ev": [6.3, 5.4],
  "total_charge": 0
}


(2)
{
  "formula": "C10H14N",
  "method": "ωB97M-V/def2-TZVPD",
  "elements": ["H", "H", "C", "N", "H", "H", "H", "C", "H", "H", "C", "H", "C", "H", "C", "C", "C", "C", "H", "C", "H", "H", "C", "H", "H"],
  "xyz": [[-1.333, 0.728, 1.981], [-3.207, -0.711, 1.658], [3.720, -0.892, 0.231], [-1.673, -0.619, 0.292], [3.300, -1.427, 1.082], [3.137, 2.543, -0.321], [-2.333, 3.739, -0.884], [1.684, 0.524, 0.484], [-3.445, 0.446, 0.607], [-1.276, -1.357, 0.934], [3.636, 1.565, -0.409], [3.423, -1.341, -0.733], [-0.877, 0.584, 0.925], [-1.671, -1.928, -1.479], [2.998, 0.460, 0.090], [-1.451, -0.885, -1.217], [-2.013, 3.030, -0.218], [0.485, 0.426, 0.681], [-0.477, -0.599, -1.359], [-3.114, -0.492, 0.640], [-3.698, -1.189, 0.161], [-2.178, -0.373, -1.826], [-1.575, 1.967, 0.133], [4.739, -0.729, 0.101], [4.565, 1.383, -0.862]],
  "atomic_forces_ev_per_a": [[1.3, -0.6, -1.5], [0.0, -0.6, 1.8], [-3.1, 0.9, -1.9], [0.1, -0.2, 0.9], [0.7, -0.2, -0.1], [0.5, -0.5, -0.6], [-0.7, 1.8, -0.7], [-3.1, -0.3, 0.5], [-1.2, 3.9, -1.1], [-0.5, 0.2, -1.6], [-2.7, -1.1, 1.4], [0.0, -0.8, 0.6], [-5.0, 3.4, -1.6], [0.5, 0.0, 0.7], [3.3, 1.2, -0.4], [-2.0, -1.0, 1.6], [0.7, -2.0, 0.2], [2.6, 0.6, 0.2], [2.3, 0.5, -1.0], [2.2, -2.2, 1.2], [-1.2, -1.4, -1.6], [-0.1, 1.0, 0.3], [2.0, -3.0, 2.3], [1.9, 0.0, 0.7], [1.3, 0.4, -0.3]],
  "relative_energy_kcal_mol": 132.2,
  "max_force_ev_per_a": 6.3,
  "molar_mass_g_mol": 148.229,
  "orbital_gap_ev": 9.0,
  "smiles": "C#C[C@H](C#CC(=C)C)[NH+](C)C",
  "total_charge": 1
}


(3)
{
  "formula": "C41H45Cl2N4O3PV",
  "method": "ωB97M-V/def2-TZVPD",
  "elements": ["C", "H", "H", "C", "H", "C", "H", "V", "H", "C", "H", "H", "H", "C", "H", "C", "H", "Cl", "H", "H", "H", "H", "H", "H", "N", "H", "C", "O", "H", "C", "H", "H", "C", "C", "H", "H", "N", "O", "H", "C", "C", "C", "H", "C", "C", "C", "H", "H", "H", "N", "H", "C", "C", "H", "H", "O", "C", "H", "H", "Cl", "C", "H", "C", "H", "C", "C", "C", "C", "H", "C", "C", "H", "C", "C", "N", "C", "H", "P", "C", "H", "C", "H", "C", "C", "H", "H", "C", "H", "C", "C", "H", "C", "C", "C", "H", "C", "H"],
  "xyz": [[2.740, 3.874, -3.088], [-2.169, -0.373, 1.920], [-0.121, 6.839, 0.806], [-4.202, -8.322, 1.961], [4.202, 3.528, -0.878], [-2.199, 3.447, 2.361], [0.712, 2.569, -4.714], [1.600, 1.165, -1.303], [-0.012, 5.887, -1.698], [4.415, -0.659, -1.525], [-1.908, -8.112, 2.972], [4.776, 2.173, -0.118], [-2.114, -9.404, -0.290], [4.618, 2.553, -1.179], [-3.464, 4.281, 0.181], [0.327, -1.252, -0.377], [5.524, 2.766, -1.748], [4.068, 0.542, 2.786], [5.382, -0.633, -2.052], [-4.839, 5.933, -0.952], [3.892, 6.492, 2.293], [1.172, 1.110, -5.463], [-4.885, -5.864, 1.271], [-3.714, -8.196, -1.302], [-3.800, -8.803, 0.666], [2.794, 4.498, -2.144], [2.792, -0.580, 2.365], [0.180, -0.318, -1.164], [3.570, -1.960, 3.696], [1.947, -0.271, 1.257], [3.996, -1.706, -1.551], [-3.247, 0.611, 3.961], [2.741, 2.348, -2.876], [0.967, -2.539, 1.628], [4.595, -0.434, -0.450], [1.870, 4.309, -3.584], [-3.512, -7.086, 2.343], [0.051, 2.815, -0.920], [1.382, -1.693, -3.185], [2.984, 5.976, 1.925], [1.858, 6.700, 1.611], [-2.800, 2.634, 3.277], [3.627, 4.160, -3.714], [2.818, -1.743, 3.004], [-1.510, 2.891, 1.308], [-2.057, -7.334, 2.274], [-1.053, 1.105, 0.262], [2.078, -1.151, -4.723], [-3.363, 3.049, 4.089], [-3.410, -6.502, -0.044], [1.700, 2.923, 1.258], [-3.182, 6.903, -1.883], [-3.803, -6.059, 1.292], [-1.512, -6.397, 2.581], [-3.822, 7.592, -2.467], [2.045, 0.867, 0.727], [-4.036, -7.826, -0.324], [1.925, 7.809, 1.651], [-2.165, -9.697, 1.499], [1.629, -4.127, 3.700], [2.846, 4.600, 1.950], [3.730, 3.980, 2.248], [2.257, -1.271, -3.666], [3.121, -1.978, -3.560], [-2.731, 1.215, 3.189], [0.903, 1.512, -4.555], [2.543, 0.093, -3.087], [-2.371, -9.006, 0.692], [-3.930, -9.108, 2.670], [1.107, -1.348, 0.822], [-2.118, 0.668, 2.109], [-1.590, -7.102, -0.907], [-1.798, 6.927, -2.062], [-3.005, 4.973, -0.461], [-1.600, -7.781, 1.006], [-1.643, 4.945, -0.718], [-3.293, -5.085, 1.614], [-0.572, 3.773, 0.040], [3.657, 1.762, -1.973], [-1.389, -5.886, 0.339], [3.509, 0.358, -2.093], [-0.302, -2.145, -0.712], [0.675, 6.170, 1.094], [-3.756, 5.984, -1.062], [-5.299, -8.163, 1.929], [-1.310, 7.738, -2.669], [-1.603, 1.509, 1.142], [-0.076, 1.150, -4.319], [-1.939, -6.782, 0.055], [1.814, -2.722, 2.706], [0.101, -3.164, 1.541], [1.651, 4.034, 1.472], [-1.070, 5.889, -1.557], [0.621, 4.787, 0.941], [-5.106, -7.656, -0.426], [1.929, 1.325, -3.508], [-2.041, 4.494, 2.564]],
  "atomic_forces_ev_per_a": [[0.3, 0.4, 0.3], [0.3, -0.9, 0.0], [-0.1, 0.0, -0.1], [-0.6, 0.2, 0.4], [-0.1, -0.1, -0.6], [1.1, 0.7, 0.5], [0.2, 0.3, -0.1], [-0.6, 0.9, 0.3], [0.6, -0.2, -0.2], [0.2, -1.0, 1.2], [0.7, -0.8, 1.1], [0.4, -0.3, -1.5], [0.5, 0.0, 0.1], [-0.1, 0.6, 2.2], [-0.5, -0.8, 0.7], [-1.5, -1.8, -0.2], [0.3, -0.2, 0.4], [-0.3, 0.2, -0.2], [-0.2, -0.2, 0.2], [0.2, 0.2, 0.0], [-0.6, -0.5, -0.4], [0.7, -1.0, -2.2], [0.2, -0.1, 0.2], [0.3, 0.2, 0.1], [0.5, -0.6, 0.1], [0.2, -1.0, -0.8], [1.1, 1.1, -0.2], [0.5, 0.9, -0.1], [0.9, -0.2, 1.1], [-0.1, -0.5, 0.1], [0.4, 1.1, -0.1], [0.5, 0.4, -0.6], [-0.7, 1.4, 0.0], [1.1, 1.3, 1.0], [0.1, -0.2, -0.6], [-0.1, -0.5, -0.2], [-0.1, 1.0, -1.0], [0.6, -0.4, -0.1], [-0.2, -0.4, -0.1], [0.1, -0.2, 1.1], [-0.6, 2.4, -0.7], [-0.6, -1.6, 0.7], [-0.7, -0.2, 0.6], [-1.8, -2.0, -0.4], [-0.3, -1.3, -1.0], [-0.4, 1.4, 1.3], [-0.8, 0.1, 0.7], [-0.3, -0.1, -0.4], [0.0, 0.3, 0.4], [1.5, -0.5, 0.3], [-0.3, 1.2, 0.7], [-0.1, 1.3, -1.1], [-0.4, 0.5, 1.0], [-0.5, -0.9, -0.2], [0.5, -0.2, 0.7], [-0.3, 0.4, -0.9], [-1.2, 1.5, -1.0], [-0.1, -0.9, 0.1], [0.3, -0.5, -0.1], [0.1, -0.1, 0.2], [0.7, -0.7, -0.1], [-1.2, 0.4, -0.3], [0.6, 0.0, 0.6], [-0.8, 0.7, 0.0], [-1.2, 1.5, 1.2], [-0.7, 1.5, 1.4], [-0.4, 0.0, -0.2], [0.5, -0.3, 0.2], [-0.3, 0.1, 0.2], [-0.4, -0.3, 0.3], [-0.4, 0.2, -0.8], [0.1, -0.1, -0.7], [-0.2, 0.9, -1.3], [0.6, 1.4, -0.8], [-0.4, -1.2, -0.5], [-0.7, -0.2, 0.0], [-0.5, -1.3, -0.7], [0.0, -0.1, 0.9], [-0.7, 0.3, -0.6], [-0.2, 0.3, -0.2], [0.2, -0.4, -0.8], [0.8, 0.4, 1.0], [0.7, -0.2, 0.3], [-1.0, -1.3, 0.3], [0.5, 0.0, 0.3], [-0.6, -1.0, 0.6], [2.1, 0.1, -1.3], [-0.6, -0.7, 0.4], [-0.3, 0.9, -0.9], [-0.4, 0.6, -1.1], [-0.1, -0.5, -0.5], [2.0, -1.9, -0.7], [0.5, 0.5, 0.5], [-0.1, -0.2, 0.2], [-0.3, 0.1, 0.1], [2.0, 0.1, 0.6], [-0.6, 0.4, 0.0]],
  "relative_energy_kcal_mol": 25.8,
  "max_force_ev_per_a": 2.8,
  "molar_mass_g_mol": 794.660,
  "multiplicity": 4,
  "orbital_gap_ev": [6.5, 7.5],
  "total_charge": 0
}


(4)
{
  "formula": "C9H34IN16O9",
  "method": "ωB97M-V/def2-TZVPD",
  "elements": ["N", "H", "H", "H", "N", "H", "H", "H", "N", "H", "O", "N", "H", "H", "C", "O", "C", "O", "N", "H", "H", "C", "O", "H", "C", "H", "H", "H", "C", "O", "N", "N", "O", "H", "C", "N", "O", "H", "N", "H", "H", "H", "H", "C", "H", "C", "H", "H", "O", "H", "H", "H", "N", "N", "N", "H", "C", "O", "I", "H", "H", "H", "H", "H", "N", "N", "N", "N", "H"],
  "xyz": [[3.716, 8.083, -0.159], [3.545, 8.764, 0.555], [1.290, -3.321, 10.600], [3.972, 4.989, -5.135], [-0.618, -2.499, 5.730], [-2.849, -0.944, -1.791], [-1.525, -4.528, -5.863], [0.600, -3.953, -4.987], [-1.927, -4.263, -4.982], [2.160, 7.215, 1.626], [3.408, 6.022, -1.050], [1.750, -2.486, 10.293], [-1.578, -1.020, 3.027], [-0.542, 0.950, 0.083], [0.315, 3.063, 2.922], [-1.005, 3.062, 3.384], [-1.196, -3.785, -3.918], [0.339, -2.350, 8.521], [-2.398, -1.438, -1.047], [-4.137, 5.150, -1.932], [-1.064, -6.236, -4.380], [3.352, 3.234, -4.317], [-0.934, -1.501, 0.684], [-1.698, 0.957, -1.198], [3.167, 6.818, -0.151], [0.691, 2.035, 2.941], [3.511, 5.147, -3.470], [4.318, 8.317, -0.924], [-1.122, -1.480, 4.960], [-0.602, -7.898, -6.148], [1.921, -0.758, 8.757], [0.152, -3.702, -4.126], [-1.431, -0.401, 5.443], [-1.328, -9.691, -3.623], [-0.923, -8.159, -4.998], [-3.752, 4.257, -1.698], [3.510, 2.548, -5.321], [-3.102, 4.966, -4.059], [2.358, 6.548, 0.905], [-1.389, 2.173, 3.346], [-0.504, -2.325, 6.717], [-2.919, -4.333, -4.859], [-2.154, 3.563, -4.405], [1.278, -1.894, 9.150], [-1.432, -7.372, -3.125], [-1.482, -0.856, -0.211], [2.519, -2.128, 10.825], [2.674, 1.763, -3.090], [-1.711, -3.468, -2.864], [-2.595, -2.409, -0.915], [-0.344, -3.385, 5.354], [-0.895, -10.182, -5.221], [3.629, 4.576, -4.291], [-2.739, 4.078, -3.774], [-1.066, -9.450, -4.559], [-3.909, 3.880, -0.781], [-2.972, 3.522, -2.544], [-2.505, 2.447, -2.219], [0.252, 3.533, 0.697], [1.925, 5.634, 0.964], [2.694, -0.357, 9.252], [-0.996, -2.625, 3.212], [2.754, 3.312, -2.326], [1.585, -0.306, 7.924], [-1.245, -1.749, 3.630], [-1.232, 0.451, -0.462], [2.893, 2.739, -3.138], [-1.166, -7.189, -4.074], [0.709, -3.354, -3.367]],
  "atomic_forces_ev_per_a": [[0.0, 0.0, -0.1], [0.0, 0.0, 0.0], [0.0, 0.0, 0.0], [0.0, 0.0, 0.0], [-0.2, 0.1, 0.1], [0.1, 0.0, -0.1], [0.0, 0.1, 0.0], [0.0, 0.0, 0.0], [0.1, -0.1, 0.0], [0.0, 0.0, 0.0], [0.0, 0.1, -0.1], [0.0, 0.0, 0.0], [0.2, 0.0, -0.2], [-0.1, 0.0, 0.0], [0.2, 0.8, 1.7], [0.0, -0.3, 0.0], [0.1, 0.2, 0.0], [-0.1, -0.3, 0.2], [-0.2, 0.2, 0.4], [0.1, 0.0, 0.0], [-0.1, -0.1, 0.1], [0.0, 0.1, 0.1], [-0.1, 0.0, 0.0], [0.0, 0.1, 0.1], [-0.2, 0.0, 0.2], [-0.1, -0.4, -0.5], [0.0, -0.1, 0.1], [0.0, 0.0, 0.0], [0.1, -0.1, -0.2], [0.0, 0.0, 0.0], [0.0, -0.1, 0.0], [0.0, -0.1, 0.0], [0.0, 0.0, 0.1], [0.0, 0.0, 0.0], [0.0, 0.0, 0.0], [-0.2, -0.1, -0.1], [0.0, 0.1, 0.0], [0.0, 0.0, 0.1], [0.3, -0.1, -0.3], [0.0, 0.1, 0.0], [0.1, 0.0, 0.0], [0.0, 0.0, 0.0], [0.1, 0.0, 0.0], [0.1, 0.3, -0.1], [0.0, 0.0, 0.0], [0.1, 0.2, -0.2], [0.0, 0.0, 0.0], [-0.1, 0.0, 0.0], [-0.1, -0.3, -0.2], [0.1, -0.1, -0.1], [0.0, 0.0, -0.1], [0.0, 0.0, 0.0], [0.0, 0.1, 0.0], [-0.1, -0.1, 0.0], [0.0, 0.0, 0.0], [0.1, 0.0, 0.1], [0.1, 0.3, 0.2], [-0.1, -0.3, -0.3], [0.0, 0.0, -1.2], [-0.1, -0.1, -0.1], [0.0, 0.0, 0.0], [0.1, 0.1, -0.1], [-0.1, 0.1, 0.2], [0.0, 0.0, 0.0], [-0.2, 0.0, 0.3], [0.1, -0.3, 0.1], [0.0, -0.1, 0.0], [0.1, -0.1, -0.1], [0.0, 0.0, 0.0]],
  "max_force_ev_per_a": 1.9,
  "molar_mass_g_mol": 637.378,
  "orbital_gap_ev": 4.2,
  "total_charge": -1
}


(5)
{
  "formula": "C8H14N2O",
  "method": "ωB97M-V/def2-TZVPD",
  "elements": ["H", "C", "C", "N", "C", "H", "C", "C", "H", "H", "H", "H", "H", "C", "H", "C", "H", "H", "O", "H", "C", "H", "N", "H", "H"],
  "xyz": [[2.295, 0.334, 2.207], [1.313, 0.564, 2.011], [0.187, -1.405, 0.718], [-0.156, 1.175, 0.043], [0.866, 0.279, 0.604], [-1.556, 3.328, -1.777], [-0.036, 2.099, -0.970], [-0.237, -1.878, -0.654], [0.707, 0.108, 2.672], [1.746, 0.371, -0.010], [0.877, -2.171, 1.087], [1.055, -1.062, -2.072], [-0.740, -2.882, -0.612], [-2.128, 1.904, -0.134], [0.956, 2.120, -1.402], [0.828, -2.013, -1.790], [-1.162, -1.260, -0.729], [1.838, -2.406, -1.373], [-0.890, -1.323, 1.602], [-3.228, 1.943, 0.099], [-1.338, 2.631, -1.067], [0.438, -2.532, -2.676], [-1.335, 1.129, 0.598], [-1.477, -0.616, 1.491], [1.174, 1.563, 2.133]],
  "atomic_forces_ev_per_a": [[2.3, -0.7, 0.1], [-0.7, 0.4, -2.4], [0.6, 2.3, -1.2], [2.0, -0.3, 0.5], [-0.4, -3.2, 0.1], [-1.1, 1.7, -1.6], [-1.4, -1.4, 1.8], [-1.8, -1.2, -0.3], [-2.0, -1.7, 2.4], [0.0, -0.3, -0.7], [0.4, 0.8, 0.6], [0.8, 2.8, -1.2], [0.6, 0.5, 0.7], [-0.3, 1.1, 0.3], [-0.4, 0.7, -0.4], [0.0, -1.3, 2.2], [0.7, 0.1, -1.5], [-1.9, 0.0, -0.8], [1.8, -3.0, 1.0], [1.5, 0.2, -0.3], [1.7, -2.3, 0.9], [0.3, -0.2, 0.5], [-1.8, -0.4, -0.4], [-1.0, 2.1, -1.0], [-0.1, 3.2, 0.8]],
  "relative_energy_kcal_mol": 57.9,
  "max_force_ev_per_a": 3.7,
  "molar_mass_g_mol": 154.213,
  "orbital_gap_ev": 10.1,
  "smiles": "CC[C@H](O)[C@H](C)n1cccn1",
  "total_charge": 0
}


no.,E (Eh)
1,-6008.0854
2,-443.7052
3,-4239.8527
4,-2214.6023
5,-497.8854